[1]
Here is a molecular structure, C31H27IrN20O3S in a non-equilibrium geometry from the Open Molecules 2025 dataset. Energies are from wB97M-V/def2-TZVPD.

```
83
Properties=species:S:1:pos:R:3:mulliken_charge:R:1
Ir 0.27916 1.44141 -0.67175 2.00
N -2.54829 2.58626 -2.27595 0.04
C -2.70496 1.92496 -1.08327 0.14
N -3.86644 1.63646 -0.53183 -0.66
N -3.55856 0.98349 0.60355 -0.82
N -2.28942 0.88512 0.74898 -0.33
N -1.69920 1.48621 -0.31968 1.17
C -1.34121 2.68981 -2.93420 0.27
N -1.17723 3.22335 -4.12484 -0.53
N 0.14566 3.13509 -4.36526 -0.65
N 0.75586 2.58377 -3.38287 -0.53
N -0.17195 2.27776 -2.44101 0.71
H -3.37933 2.86101 -2.77337 0.26
O 2.46523 -4.59129 -6.27389 -0.67
S 1.71766 -5.83402 -6.28486 1.18
O 2.39697 -6.96200 -5.67333 -0.68
O 0.99012 -6.10970 -7.50642 -0.68
C 0.35864 -5.55556 -5.07709 0.03
N -0.53321 -6.54180 -4.90710 -0.48
C -1.46603 -6.30217 -3.99685 -0.43
C -1.51214 -5.12545 -3.25869 -0.51
C -0.54246 -4.17437 -3.50737 0.29
N 0.39145 -4.39761 -4.42974 -0.27
C -0.40423 -2.87865 -2.80742 1.36
C 0.60015 -2.00370 -3.22273 -1.13
C 0.79459 -0.82195 -2.55383 -0.42
N 0.05082 -0.46822 -1.49238 0.03
C -0.93737 -1.28376 -1.09957 -0.12
C -1.19413 -2.48107 -1.73159 -1.29
H -2.19826 -7.09042 -3.85776 0.41
H -2.28876 -4.96909 -2.52044 0.37
H 1.21366 -2.27965 -4.07160 0.68
H 1.56482 -0.12979 -2.85634 0.46
H -1.52056 -0.96630 -0.24584 0.57
H -1.99935 -3.10609 -1.37325 0.37
C 5.64044 0.90711 -0.95298 -1.14
C 4.67102 1.40436 -2.03391 -0.71
C 3.29627 1.39710 -1.54887 0.34
N 2.23481 1.38387 -1.12570 -0.16
H 6.65560 0.93636 -1.34171 0.37
H 5.40957 -0.11704 -0.66540 0.34
H 5.59224 1.53827 -0.06655 0.33
H 4.72318 0.77388 -2.92272 0.34
H 4.91052 2.42514 -2.33467 0.29
N 0.88390 7.90471 3.04462 -0.42
C 0.80264 6.95722 2.40268 -0.28
C 0.73044 5.77495 1.58536 0.67
C 1.80911 4.89637 1.53171 -0.88
C 1.72521 3.79709 0.70436 -0.12
N 0.64339 3.52855 -0.03431 -0.05
C -0.39316 4.37054 0.02287 -0.11
C -0.39313 5.50100 0.81615 -0.86
H 2.68911 5.07039 2.13376 0.52
H 2.54583 3.09948 0.61818 0.39
H -1.24712 4.13027 -0.59691 0.25
H -1.24941 6.15929 0.84004 0.56
C -0.47743 2.06862 2.84409 -1.17
C 0.31854 0.88993 2.42186 1.06
N 0.70978 0.57554 1.19653 0.05
C 1.42556 -0.60699 1.28231 -0.72
C 1.45939 -1.00218 2.57233 -0.79
N 0.76208 -0.04943 3.28588 0.23
C 0.51300 -0.10179 4.71924 -1.25
N -0.88213 -0.17614 5.01396 0.83
N -1.49742 0.83899 5.68115 -0.60
N -2.72708 0.55950 5.83175 -0.55
C -2.97973 -0.67138 5.25147 0.27
C -4.16083 -1.40952 5.14615 -0.81
C -4.08594 -2.62644 4.51169 -0.51
C -2.87247 -3.10940 3.98091 -0.67
C -1.70345 -2.38794 4.06592 -0.65
C -1.78655 -1.15587 4.71910 1.30
H -0.54723 2.77154 2.02143 -0.26
H -0.03144 2.56162 3.70922 0.68
H -1.49339 1.76929 3.09984 0.15
H 1.84216 -1.08152 0.41174 0.67
H 1.92309 -1.85161 3.04280 0.48
H 0.89273 0.78713 5.21994 0.31
H 1.03417 -0.97999 5.09877 0.45
H -5.08864 -1.02662 5.54792 0.45
H -4.97646 -3.23111 4.40847 0.39
H -2.86375 -4.07623 3.49535 0.41
H -0.77869 -2.75905 3.64380 0.40
```

Values from the calculation:
Charge   0
LUMO level   -2.42 eV
2S+1   1
ΔE to the lowest compared entry with this formula, charge and spin   0.0 kJ/mol

[2]
Here is a gas-phase ion, C31H27O4 (charge -1) in a non-equilibrium geometry from the Open Molecules 2025 dataset. Energies are from wB97M-V/def2-TZVPD.

```
62
Properties=species:S:1:pos:R:3:mulliken_charge:R:1
C -3.68696 -0.51954 2.76299 -1.23
C -2.34928 0.10493 3.01896 -0.29
O -1.40144 -0.96950 3.23207 -0.11
C -0.20340 -0.40695 3.52935 -0.37
C 0.98511 -1.31073 3.18839 1.54
C 2.29849 -0.44644 3.29747 0.21
C 3.46181 -0.96248 2.48690 -1.21
O 2.41879 0.50359 4.04440 -0.55
O -0.15219 0.74737 3.90965 -0.63
H -4.44228 0.25957 2.60338 0.39
H -3.64145 -1.15452 1.87001 0.29
H -3.99060 -1.12859 3.62375 0.30
H -2.00261 0.68118 2.15189 0.30
H -2.38103 0.77708 3.88150 0.31
H 0.85370 -1.57015 2.12441 0.50
H 3.17237 -1.61358 1.65084 0.31
H 4.06367 -0.13315 2.10434 0.43
H 4.13224 -1.51378 3.16235 0.25
C -3.16395 -1.78742 10.11165 -0.31
C -2.53266 -0.98529 9.15026 -0.73
C -1.95516 -1.55938 8.01620 -0.38
C -1.97289 -2.96451 7.81868 0.74
C -1.37016 -3.54413 6.61870 0.14
C -0.46636 -2.81526 5.86092 -1.19
C 0.04733 -3.28229 4.64336 -0.36
C 1.21894 -2.50782 4.01677 0.59
C 2.15294 -3.46126 3.25290 -0.29
C 1.73955 -3.95214 2.01302 0.00
C 2.61853 -4.76932 1.29835 -1.23
C 3.88208 -5.05891 1.81528 -0.50
C 4.26892 -4.57563 3.06959 -0.80
C 3.38692 -3.79467 3.81259 -0.13
C -0.31915 -4.56321 4.21986 -0.83
C -1.29767 -5.32093 4.84957 -0.61
C -1.85723 -6.50972 4.20065 0.48
C -1.75056 -6.67186 2.79281 -0.39
C -2.33537 -7.76237 2.14389 -0.74
C -3.02897 -8.74103 2.86935 -0.31
C -3.14558 -8.60008 4.25801 -0.67
C -2.56593 -7.50911 4.90102 -0.24
C -1.75282 -4.90522 6.18480 0.60
O -2.44099 -5.65992 6.90572 -0.95
C -2.61136 -3.74529 8.80471 -0.44
C -3.20357 -3.17611 9.92796 -0.64
H -3.62303 -1.33455 10.98997 0.34
H -2.49063 0.09783 9.27324 0.35
H -1.49428 -0.91951 7.25883 0.30
H -0.03445 -1.90304 6.28329 0.62
H 1.79817 -2.17544 4.88842 0.64
H 0.72417 -3.74793 1.65313 0.46
H 2.29897 -5.16579 0.33820 0.42
H 4.59678 -5.62452 1.21717 0.38
H 5.25998 -4.76977 3.47624 0.39
H 3.64347 -3.40768 4.80743 0.45
H 0.24398 -5.04058 3.42013 0.82
H -1.22853 -5.91241 2.20387 0.34
H -2.25328 -7.84696 1.05969 0.34
H -3.47644 -9.59744 2.36275 0.34
H -3.69036 -9.33698 4.84909 0.36
H -2.68466 -7.40931 5.97457 0.42
H -2.65682 -4.82132 8.67133 0.40
H -3.69266 -3.82519 10.65466 0.35
```

Values from the calculation:
Structure (SMILES)   CCOC(=O)[C@@H](C(C)=O)[C@H](c1ccccc1)c1cc(-c2ccccc2)c([O-])c(-c2ccccc2)c1
Charge   -1
LUMO level   2.59 eV
2S+1   1
ΔE to the lowest compared entry with this formula, charge and spin   0.0 kJ/mol

[3]
Here is a molecular structure, C31H28As2FeNO6P2S5 from the Open Molecules 2025 dataset. Energies are from wB97M-V/def2-TZVPD.

```
76
Properties=species:S:1:pos:R:3:mulliken_charge:R:1
Fe -0.04995 -1.06071 -0.97048 0.24
S 3.86107 0.88700 -3.07485 -0.56
As 1.82626 1.21217 -3.55870 0.27
S 0.76750 1.22185 -1.47882 -0.06
S -1.21215 0.74322 -1.79825 -0.34
S 1.35165 3.04559 -4.51039 -0.56
O 1.56738 -3.87469 2.15934 -0.65
As 0.61230 -3.78566 0.64810 0.83
O -0.57833 -4.87551 0.89889 -0.84
O 0.22351 -2.13792 0.59136 0.43
C 2.08796 -4.13089 -0.58161 0.00
C 3.27722 -4.59862 -0.02162 -0.57
C 4.41051 -4.75507 -0.80261 -0.59
C 4.37953 -4.42993 -2.15211 -0.52
C 3.20503 -3.97346 -2.72094 -0.79
C 2.06143 -3.83781 -1.94362 0.32
S 0.60916 -3.22590 -2.77369 1.38
O 0.82594 -1.76642 -2.87323 -0.37
O 0.56996 -3.90289 -4.04527 -0.73
O -0.49797 -3.50001 -1.85479 -0.73
H 0.96440 -4.36213 2.73698 0.28
H 3.30620 -4.81395 1.03653 0.51
H 5.32605 -5.11453 -0.34830 0.35
H 5.27154 -4.52656 -2.75776 0.36
H 3.14920 -3.71693 -3.76979 0.44
C -1.22634 2.51716 4.05238 -1.17
N -0.28922 2.15481 2.99232 0.68
P -0.41663 0.63030 2.18968 0.13
C -0.27452 -0.53114 3.60724 0.22
C 0.91199 -1.24996 3.71390 -0.23
C 1.11492 -2.12828 4.77065 -0.89
C 0.12879 -2.30259 5.72776 -0.57
C -1.07193 -1.60918 5.62026 -0.74
C -1.27156 -0.73479 4.56414 -0.32
C -2.19044 0.46618 1.78596 0.84
C -2.92936 1.58249 1.40021 -0.51
C -4.21416 1.44056 0.90112 -0.63
C -4.76704 0.17610 0.75278 -0.50
C -4.02534 -0.94428 1.10219 -0.68
C -2.74535 -0.80191 1.61670 -0.58
P 0.44900 3.43506 2.06006 -0.07
C 0.95092 4.55791 3.45160 -0.14
C 0.66862 5.91116 3.30367 -0.52
C 1.02836 6.83030 4.28335 -0.57
C 1.66812 6.39585 5.43256 -0.38
C 1.94890 5.04300 5.59573 -0.81
C 1.59603 4.13495 4.61252 0.55
C 2.08119 2.68911 1.69530 1.14
C 2.69171 1.70866 2.47629 -0.14
C 3.91536 1.18279 2.10226 -1.05
C 4.54062 1.62945 0.94305 -0.66
C 3.94327 2.60277 0.16071 -0.45
C 2.71137 3.12309 0.53591 -0.91
H -1.09604 1.84771 4.90524 0.23
H -2.26982 2.45740 3.72886 0.35
H -1.04004 3.53319 4.40021 0.48
H 1.65890 -1.15360 2.93562 0.48
H 2.03491 -2.69735 4.82196 0.45
H 0.28227 -2.99392 6.54814 0.36
H -1.85400 -1.76150 6.35465 0.39
H -2.21725 -0.21705 4.46245 0.43
H -2.47935 2.56764 1.45878 0.26
H -4.77104 2.31744 0.59380 0.37
H -5.76153 0.06345 0.33836 0.35
H -4.43286 -1.93615 0.95232 0.42
H -2.16014 -1.68450 1.84681 0.34
H 0.16370 6.24223 2.40314 0.35
H 0.80593 7.88173 4.14870 0.39
H 1.94743 7.10541 6.20199 0.36
H 2.45053 4.69917 6.49222 0.40
H 1.81601 3.08351 4.74662 0.32
H 2.18380 1.32681 3.35335 0.53
H 4.37074 0.39916 2.69612 0.40
H 5.47508 1.18416 0.62572 0.36
H 4.38894 2.90222 -0.77700 0.53
H 2.20824 3.83661 -0.10720 0.31
```

Values from the calculation:
Charge   -2
LUMO level (alpha / beta)   3.80 / 3.80 eV
Expectation value of S²   8.774
2S+1   6
ΔE to the lowest compared entry with this formula, charge and spin   76.5 kJ/mol

[4]
Here is 2 unconnected molecules or ions with the total composition C31H28BF7O2S in a non-equilibrium geometry from the Open Molecules 2025 dataset. Energies are from wB97M-V/def2-TZVPD.

```
70
Properties=species:S:1:pos:R:3:mulliken_charge:R:1
F -3.26887 1.83466 -4.29606 -0.34
C -2.94059 0.68766 -3.60252 0.12
C -3.86765 -0.35086 -3.57976 -0.96
C -3.47099 -1.48621 -2.88012 0.06
F -4.34274 -2.55484 -2.81127 -0.33
C -2.26524 -1.56759 -2.17320 -0.45
C -1.41650 -0.44682 -2.08345 0.32
C -0.11666 -0.51814 -1.29149 2.33
C 1.06219 -0.90253 -2.18426 0.12
C 2.18006 -1.56410 -1.64284 -0.99
C 3.38061 -1.51776 -2.33171 0.54
F 4.51220 -2.03042 -1.73050 -0.35
C 3.53623 -0.90080 -3.57868 -1.08
C 2.38400 -0.35824 -4.13138 0.36
F 2.46831 0.35910 -5.30314 -0.34
C 1.14618 -0.40326 -3.49595 -0.70
C -1.73147 0.65447 -2.89596 -0.79
H -4.83868 -0.27365 -4.06011 0.51
H -1.98402 -2.50960 -1.70665 0.70
H -0.23108 -1.17879 -0.42429 -1.27
H 2.10925 -2.02379 -0.65943 0.46
H 4.50569 -0.80475 -4.07150 0.47
H 0.28151 0.05020 -3.96100 0.72
H -1.03234 1.46915 -3.03701 0.65
C 0.89396 0.78927 6.30058 -1.28
C 0.27050 0.46645 4.98774 0.69
C -0.83779 1.07051 4.41729 -0.86
C -1.29723 0.42171 3.24610 -0.41
C -0.54873 -0.69190 2.87753 -0.06
B 0.48330 0.89359 -0.90620 0.70
C -0.94390 -1.69644 1.93690 1.18
C -2.25448 -1.68941 1.39381 -0.09
C -2.83657 -2.87444 0.97352 -1.25
C -2.08590 -4.04089 0.99420 0.43
C -2.74984 -5.35026 0.66491 0.81
F -1.86312 -6.30154 0.25291 -0.28
F -3.41547 -5.85567 1.75154 -0.27
F -3.68302 -5.21783 -0.32547 -0.24
C -0.72568 -4.02015 1.29682 -1.14
C -0.14663 -2.84145 1.72851 -0.27
O -0.20779 2.05588 -0.88015 -0.46
C 0.73342 3.05112 -0.40005 1.84
C 1.01432 3.93335 -1.61007 -1.93
C -0.04541 3.84223 0.63793 -1.87
C 2.01057 2.24298 0.11321 1.76
C 3.35592 2.54806 -0.54059 -2.03
C 2.22555 2.33091 1.61366 -1.77
O 1.69189 0.88259 -0.22953 -0.22
S 0.80030 -0.86554 3.99632 -0.23
H 0.38034 1.63644 6.76347 0.38
H 0.80763 -0.06225 6.98600 0.29
H 1.95977 1.03300 6.20000 0.30
H -1.32341 1.93517 4.86483 0.35
H -2.19000 0.71013 2.69592 0.43
H -2.86079 -0.79083 1.39289 0.24
H -3.86753 -2.90503 0.64855 0.45
H -0.15581 -4.93127 1.25823 0.50
H 0.89802 -2.83450 2.01638 0.36
H 1.70557 4.73725 -1.34019 0.41
H 1.43610 3.33679 -2.42979 0.26
H 0.06542 4.35709 -1.95961 0.44
H 0.54558 4.68302 1.02303 0.41
H -0.94004 4.24703 0.14268 0.44
H -0.38573 3.20091 1.46326 0.24
H 3.67461 3.57653 -0.32887 0.40
H 4.11995 1.88340 -0.11577 0.45
H 3.35726 2.38852 -1.62527 0.29
H 2.46066 3.36539 1.90933 0.37
H 1.34571 1.99111 2.16582 0.02
H 3.06914 1.69590 1.90998 0.50
```

Values from the calculation:
Structure (SMILES)   CC1(C)OB(C(c2cc(F)cc(F)c2)c2cc(F)cc(F)c2)OC1(C)C.Cc1ccc(-c2ccc(C(F)(F)F)cc2)s1
Charge   0
LUMO level   -0.34 eV
2S+1   1
ΔE to the lowest compared entry with this formula, charge and spin   0.0 kJ/mol